--- a ---
Below is C6H8N2 in the gas phase, with properties calculated with the ωB97M-V functional and the def2-TZVPD basis.

Each line ends with the natural charge from an NBO analysis.
Positions of all 16 atoms, in Å:
1 N -3.14 -0.66 0.60  -0.348
2 C -2.33 -0.31 -0.11  0.242
3 C -0.94 0.21 -0.79  -0.083
4 C -0.25 1.34 -0.32  -0.412
5 C 0.90 0.94 0.61  -0.456
6 C 0.62 -0.62 0.72  -0.085
7 C 0.93 -1.79 -0.31  -0.147
8 N 0.04 -0.82 -0.63  -0.458
9 H -1.34 0.53 -1.73  0.246
10 H 0.48 1.78 -1.28  0.237
11 H -1.02 2.19 0.11  0.246
12 H 1.17 1.24 1.54  0.231
13 H 1.96 1.35 0.33  0.213
14 H 0.10 -0.76 1.64  0.190
15 H 1.98 -1.97 -0.69  0.193
16 H 0.84 -2.64 0.31  0.191

**Kohn-Sham gap**: 0.3540 Ha
**HOMO**: -8.79 eV
**SMILES**: N#C[C@H]1CC[C@@H]2CN21
**E_LUMO**: 0.84 eV

***

--- b ---
Below is a molecular structure, C6H8N2, with properties calculated with the ωB97M-V functional and the def2-TZVPD basis.

Each line ends with the natural charge from an NBO analysis.
Positions of all 16 atoms, in Å:
1 C 1.14 0.75 0.83  -0.269
2 C -0.31 0.80 1.05  -0.090
3 C -1.13 -0.20 0.62  -0.154
4 C -0.16 -1.30 0.23  -0.069
5 C 0.57 -0.87 -0.99  -0.095
6 C -0.25 0.37 -1.51  -0.263
7 H 1.17 1.72 -0.10  0.206
8 H 1.97 0.54 1.57  0.261
9 H -1.09 1.62 1.50  0.229
10 H -2.01 -0.25 1.22  0.215
11 H -0.23 -2.20 0.52  0.197
12 H 1.20 -1.51 -1.65  0.215
13 H 0.47 1.28 -1.68  0.195
14 H -0.90 0.17 -2.51  0.234
15 N -1.06 0.83 -0.34  -0.398
16 N 1.11 -0.64 0.31  -0.413

**Kohn-Sham gap**: 0.3476 Ha
**HOMO**: -8.46 eV
**E_LUMO**: 1.00 eV

***

--- c ---
Below is 2 unconnected molecules or ions with the total composition C6H8N2, with properties calculated with the ωB97M-V functional and the def2-TZVPD basis.

Each line ends with the natural charge from an NBO analysis.
Positions of all 16 atoms, in Å:
1 C 1.15 2.24 -1.83  0.179
2 C 0.85 0.08 0.45  0.130
3 C -0.18 -0.94 0.52  0.137
4 C -1.26 -0.70 1.54  -0.670
5 C -0.51 -1.81 -0.68  -0.654
6 C 1.32 2.56 -0.55  -0.407
7 N 0.85 1.90 -2.89  -0.298
8 N 1.48 -0.67 1.18  -0.308
9 H -1.59 -1.74 1.79  0.228
10 H -2.05 -0.18 0.95  0.234
11 H -0.77 -0.05 2.42  0.251
12 H 0.34 -2.21 -1.23  0.251
13 H -1.09 -1.01 -1.20  0.243
14 H -1.21 -2.54 -0.34  0.218
15 H 0.39 2.71 -0.03  0.231
16 H 2.28 2.37 -0.10  0.235

**Kohn-Sham gap (alpha / beta)**: 0.2639 / 0.3061 Ha
**HOMO (alpha / beta)**: -8.18 / -9.04 eV
**E_LUMO (alpha / beta)**: -1.00 / -0.71 eV

***

--- d ---
Below is C6H8N2 in the gas phase, with properties calculated with the ωB97M-V functional and the def2-TZVPD basis.

Each line ends with the natural charge from an NBO analysis.
Positions of all 16 atoms, in Å:
1 C -0.39 0.74 -0.05  0.156
2 C -0.58 -0.77 0.10  0.154
3 C 1.88 0.07 0.09  0.415
4 C -1.30 1.74 -0.09  -0.481
5 C 3.05 -0.50 -0.01  -0.588
6 C -1.94 -1.21 -0.05  -0.672
7 N 0.44 -1.50 0.28  -0.379
8 N 0.90 1.05 0.11  -0.622
9 H -0.91 2.70 -0.09  0.188
10 H -2.30 1.62 -0.17  0.206
11 H 4.06 -0.15 -0.07  0.233
12 H 2.84 -1.59 0.11  0.278
13 H -2.51 -0.92 0.87  0.233
14 H -1.88 -2.36 -0.07  0.237
15 H -2.55 -0.86 -0.87  0.237
16 H 1.19 1.93 -0.08  0.404

**Kohn-Sham gap**: 0.3294 Ha
**HOMO**: -8.24 eV
**E_LUMO**: 0.73 eV

***

Stability summary: most stable d, least stable a.

***

--- a ---
Below is a molecular structure, C6H8N2, with properties calculated with the ωB97M-V functional and the def2-TZVPD basis.

Each line ends with the natural charge from an NBO analysis.
Positions of all 16 atoms, in Å:
1 C 0.70 1.55 0.32  -0.047
2 C -1.12 1.29 0.10  0.036
3 C -0.74 -1.32 -0.25  -0.109
4 C 0.96 -1.36 -0.29  -0.134
5 C 0.07 -0.55 0.60  -0.240
6 C -0.06 0.65 -0.44  -0.407
7 H 2.43 0.32 -0.80  0.311
8 H 1.42 2.28 -0.19  0.211
9 H -1.76 2.13 -0.40  0.251
10 H -2.42 -0.63 0.67  0.355
11 H -1.13 -2.22 0.20  0.203
12 H 1.35 -2.31 0.08  0.220
13 H 0.09 -0.78 1.63  0.254
14 H 0.07 0.44 -1.61  0.242
15 N 2.10 0.07 0.11  -0.591
16 N -1.94 -0.18 -0.08  -0.556

**Kohn-Sham gap**: 0.2606 Ha
**HOMO**: -8.17 eV
**E_LUMO**: -1.08 eV

***

--- b ---
Below is C6H8N2 in the gas phase, with properties calculated with the ωB97M-V functional and the def2-TZVPD basis.

Each line ends with the natural charge from an NBO analysis.
Positions of all 16 atoms, in Å:
1 C -2.37 0.42 0.06  -0.373
2 C -1.14 -0.07 -0.15  -0.045
3 C -0.76 -1.49 -0.08  -0.020
4 N 0.45 -2.02 -0.06  -0.211
5 N 1.58 -1.12 -0.18  -0.450
6 C 1.27 0.13 0.46  -0.100
7 C 1.32 1.54 -0.05  -0.374
8 C 0.16 0.66 -0.41  -0.282
9 H -2.54 1.50 0.03  0.209
10 H -3.17 -0.23 0.41  0.202
11 H -1.48 -2.27 0.06  0.205
12 H 2.42 -1.58 0.15  0.369
13 H 0.91 0.07 1.51  0.192
14 H 1.17 2.36 0.65  0.226
15 H 1.86 1.84 -0.93  0.234
16 H 0.33 0.27 -1.46  0.218

**Kohn-Sham gap**: 0.3398 Ha
**HOMO**: -8.48 eV
**SMILES**: C=C1C=NN[C@H]2C[C@H]12
**E_LUMO**: 0.77 eV

***

Stability summary: most stable b, least stable a.

***

--- a ---
Below is C5H5NO in the gas phase, with properties calculated with the ωB97M-V functional and the def2-TZVPD basis.

Each line ends with the natural charge from an NBO analysis.
Positions of all 12 atoms, in Å:
1 N -1.33 0.40 2.73  -0.309
2 C -0.96 0.44 1.63  0.281
3 C -0.48 0.48 0.26  -0.330
4 C -0.66 -0.80 -0.61  -0.499
5 C 0.76 -0.55 -1.12  0.609
6 O 1.37 -0.90 -2.09  -0.491
7 C 1.05 0.43 0.02  -0.499
8 H -0.92 1.35 -0.24  0.253
9 H -1.47 -0.83 -1.33  0.244
10 H -0.68 -1.71 0.00  0.249
11 H 1.58 -0.08 0.83  0.249
12 H 1.57 1.36 -0.22  0.244

**Kohn-Sham gap**: 0.3996 Ha
**HOMO**: -10.26 eV
**SMILES**: N#CC1CC(=O)C1
**E_LUMO**: 0.62 eV

***

--- b ---
Below is C5H5NO in the gas phase, with properties calculated with the ωB97M-V functional and the def2-TZVPD basis.

Each line ends with the natural charge from an NBO analysis.
Positions of all 12 atoms, in Å:
1 C -0.17 -1.93 1.38  -0.202
2 C -0.31 -1.04 0.59  -0.014
3 C -0.54 0.06 -0.36  -0.423
4 C -1.64 0.90 0.12  0.288
5 N -2.50 1.57 0.52  -0.295
6 C 0.74 0.90 -0.60  -0.031
7 O 1.79 0.08 -1.03  -0.698
8 H -0.08 -2.73 2.09  0.248
9 H -0.83 -0.37 -1.33  0.277
10 H 0.99 1.46 0.32  0.176
11 H 0.55 1.62 -1.40  0.197
12 H 2.01 -0.52 -0.31  0.476

**Kohn-Sham gap**: 0.4222 Ha
**HOMO**: -10.79 eV
**SMILES**: C#C[C@@H](C#N)CO
**E_LUMO**: 0.70 eV

***

--- c ---
Below is C5H5NO in the gas phase, with properties calculated with the ωB97M-V functional and the def2-TZVPD basis.

Each line ends with the natural charge from an NBO analysis.
Positions of all 12 atoms, in Å:
1 C -2.30 -1.61 0.94  -0.129
2 C -1.16 -1.34 0.64  -0.132
3 C 0.17 -0.89 0.24  0.496
4 O 1.19 -1.39 0.65  -0.511
5 C 0.16 0.28 -0.69  -0.192
6 C 0.78 1.52 -0.14  -0.223
7 N 1.44 0.76 -1.18  -0.554
8 H -3.30 -1.84 1.22  0.241
9 H -0.69 0.36 -1.36  0.222
10 H 1.17 1.48 0.88  0.204
11 H 0.37 2.48 -0.44  0.205
12 H 2.17 0.18 -0.77  0.373

**Kohn-Sham gap**: 0.3726 Ha
**HOMO**: -10.08 eV
**SMILES**: C#CC(=O)[C@H]1CN1
**E_LUMO**: 0.06 eV

***

--- d ---
Below is 2 unconnected molecules or ions with the total composition C5H5NO, with properties calculated with the ωB97M-V functional and the def2-TZVPD basis.

Each line ends with the natural charge from an NBO analysis.
Positions of all 12 atoms, in Å:
1 O -1.43 3.61 -0.43  -0.488
2 C -0.85 2.86 0.20  0.495
3 C 1.06 -0.08 0.34  -0.393
4 C 0.34 -1.29 0.85  -0.385
5 C 0.17 -0.87 -0.60  -0.358
6 C -1.09 -0.30 -1.01  0.292
7 N -2.10 0.17 -1.32  -0.339
8 H 0.69 0.89 0.65  0.241
9 H 2.13 -0.14 0.16  0.224
10 H -0.50 -1.15 1.51  0.231
11 H 0.91 -2.20 1.02  0.225
12 H 0.66 -1.48 -1.36  0.255

**Kohn-Sham gap**: 0.4331 Ha
**HOMO**: -10.78 eV
**E_LUMO**: 1.00 eV

***

Stability summary: most stable a, least stable c.

***

--- a ---
Below is a molecular structure, IO4V2, with properties calculated with the ωB97M-V functional and the def2-TZVPD basis.

Each line ends with the Löwdin charge.
Positions of all 7 atoms, in Å:
1 O 0.44 -2.65 2.21  -0.306
2 V 1.56 -1.67 1.50  0.847
3 O 2.17 -2.60 0.36  -0.293
4 O -2.48 2.01 -1.77  -0.284
5 V -1.38 2.26 -0.64  0.804
6 O -0.14 2.93 -1.36  -0.305
7 I -0.17 -0.27 -0.30  0.537

**Kohn-Sham gap**: 0.2806 Ha
**HOMO**: -14.49 eV
**E_LUMO**: -6.85 eV
**Total charge**: +1

***

--- b ---
Below is a molecular structure, IO4V2, with properties calculated with the ωB97M-V functional and the def2-TZVPD basis.

Each line ends with the Löwdin charge.
Positions of all 7 atoms, in Å:
1 O 33.40 -12.03 -12.83  -0.181
2 V 34.70 -12.60 -12.20  1.320
3 O 34.48 -12.46 -10.67  -0.165
4 O 31.47 -10.72 -14.22  -0.429
5 V 30.12 -10.17 -13.59  0.584
6 O 28.84 -10.71 -14.35  -0.348
7 I 30.91 -7.90 -12.47  0.218

**Kohn-Sham gap**: 0.1405 Ha
**HOMO**: -12.24 eV
**E_LUMO**: -8.42 eV
**Total charge**: +1

***

Stability summary: most stable a, least stable b.

***

--- a ---
Below is 2 unconnected molecules or ions with the total composition C2H8NO, with properties calculated with the ωB97M-V functional and the def2-TZVPD basis.

Each line ends with the natural charge from an NBO analysis.
Positions of all 12 atoms, in Å:
1 N 1.42 -0.75 -1.71  -0.877
2 H 1.33 -1.75 -1.84  0.441
3 H 1.68 -0.27 -2.56  0.447
4 H 2.22 -0.63 -1.08  0.438
5 H 0.56 -0.37 -1.23  0.473
6 O -0.60 0.30 -0.47  -0.620
7 C -1.05 0.14 0.65  0.510
8 C -0.28 0.49 1.86  -0.743
9 H -2.10 -0.17 0.76  0.158
10 H -0.77 1.38 2.24  0.276
11 H -0.22 -0.19 2.71  0.269
12 H 0.74 0.75 1.58  0.227

**Kohn-Sham gap**: 0.4111 Ha
**HOMO**: -14.90 eV
**E_LUMO**: -3.71 eV
**Total charge**: +1

***

--- b ---
Below is 2 unconnected molecules or ions with the total composition C2H8NO, with properties calculated with the ωB97M-V functional and the def2-TZVPD basis.

Each line ends with the natural charge from an NBO analysis.
Positions of all 12 atoms, in Å:
1 N 1.82 1.55 -0.61  -0.872
2 H 2.47 0.82 -0.90  0.451
3 H 1.61 2.09 -1.46  0.446
4 H 2.28 2.15 0.06  0.445
5 H 0.99 1.13 -0.13  0.489
6 O 0.35 -0.34 0.52  -0.642
7 C -0.49 -1.22 0.57  0.512
8 C -1.96 -1.01 0.36  -0.730
9 H -0.17 -2.27 0.54  0.142
10 H -2.48 -1.65 -0.34  0.264
11 H -2.32 -1.26 1.37  0.263
12 H -2.11 0.01 0.03  0.232

**Kohn-Sham gap**: 0.3930 Ha
**HOMO**: -14.44 eV
**E_LUMO**: -3.74 eV
**Total charge**: +1

***

--- c ---
Below is 2 unconnected molecules or ions with the total composition C2H8NO, with properties calculated with the ωB97M-V functional and the def2-TZVPD basis.

Each line ends with the natural charge from an NBO analysis.
Positions of all 12 atoms, in Å:
1 C 0.41 -0.91 -0.74  -0.108
2 C 1.50 -0.10 -1.18  -0.350
3 N 0.16 -0.74 0.72  -0.712
4 H -0.24 -1.55 -1.40  0.271
5 H 1.80 0.09 -2.30  0.267
6 H 2.36 0.22 -0.49  0.227
7 H -0.68 -0.18 0.65  0.490
8 H 1.03 -0.44 1.15  0.458
9 H -0.17 -1.56 1.23  0.438
10 H -1.98 2.16 1.52  0.519
11 H -2.36 1.62 0.00  0.508
12 O -1.83 1.40 0.85  -1.008

**Kohn-Sham gap**: 0.4140 Ha
**HOMO**: -14.97 eV
**E_LUMO**: -3.70 eV
**Total charge**: +1

***

Stability summary: most stable a, least stable c.

***

--- a ---
Below is 2 unconnected molecules or ions with the total composition C2H8NO, with properties calculated with the ωB97M-V functional and the def2-TZVPD basis.

Each line ends with the natural charge from an NBO analysis.
Positions of all 12 atoms, in Å:
1 O -1.85 -0.23 -1.25  -0.988
2 H 0.01 -0.23 -0.64  0.469
3 H -2.62 -0.42 -0.74  0.504
4 H -2.05 -0.04 -2.15  0.503
5 C 1.41 -0.92 0.82  -0.444
6 C 0.40 1.29 0.44  0.129
7 N 0.46 0.04 0.25  -0.380
8 H 0.89 -1.86 0.80  0.250
9 H 1.47 -0.73 1.91  0.240
10 H 2.39 -0.84 0.37  0.258
11 H -0.39 1.94 0.07  0.242
12 H 0.81 1.76 1.34  0.218

**Kohn-Sham gap**: 0.4082 Ha
**HOMO**: -16.34 eV
**E_LUMO**: -5.24 eV
**Total charge**: +1

***

--- b ---
Below is 2 unconnected molecules or ions with the total composition C2H8NO, with properties calculated with the ωB97M-V functional and the def2-TZVPD basis.

Each line ends with the natural charge from an NBO analysis.
Positions of all 12 atoms, in Å:
1 N 1.95 0.23 0.98  -0.901
2 H 2.35 -0.58 1.42  0.451
3 H 1.77 1.00 1.60  0.464
4 H 1.10 -0.27 0.50  0.484
5 H 2.45 0.40 0.09  0.453
6 O -0.64 -1.06 0.68  -0.611
7 C -1.58 -0.49 0.08  0.462
8 C -1.27 0.24 -1.25  -0.723
9 H -2.62 -0.52 0.62  0.182
10 H -0.32 0.76 -1.07  0.214
11 H -1.02 -0.46 -2.02  0.264
12 H -2.17 0.76 -1.63  0.260

**Kohn-Sham gap**: 0.3855 Ha
**HOMO**: -14.49 eV
**E_LUMO**: -4.00 eV
**Total charge**: +1

***

--- c ---
Below is 2 unconnected molecules or ions with the total composition C2H8NO, with properties calculated with the ωB97M-V functional and the def2-TZVPD basis.

Each line ends with the natural charge from an NBO analysis.
Positions of all 12 atoms, in Å:
1 O -1.75 0.96 -1.35  -0.981
2 H -0.20 -0.13 -0.77  0.472
3 H -2.66 0.64 -1.46  0.503
4 H -1.84 1.92 -1.43  0.497
5 C 1.33 -1.27 0.26  -0.444
6 C 0.09 0.69 0.96  0.136
7 N 0.39 -0.16 0.07  -0.386
8 H 2.34 -1.02 -0.01  0.255
9 H 0.96 -2.13 -0.29  0.250
10 H 1.34 -1.55 1.31  0.236
11 H -0.63 1.49 0.81  0.247
12 H 0.64 0.57 1.90  0.216

**Kohn-Sham gap**: 0.4232 Ha
**HOMO**: -16.48 eV
**E_LUMO**: -4.96 eV
**Total charge**: +1

***

Stability summary: most stable c, least stable a.